This record from OMol25 describes a molecular structure, C2H4F3O4SSc. The level of theory is ωB97M-V/def2-TZVPD.

```
! wB97M-V def2-TZVPD RIJCOSX def2/J DEFGRID3
* xyz 2 1
Sc -1.475 1.559 -1.408
O 0.261 1.417 -2.229
S -0.363 4.635 -0.704
O -1.205 3.427 -0.556
O -0.390 5.414 -1.912
C -1.079 5.692 0.670
F -0.973 5.049 1.809
F -0.420 6.824 0.700
F -2.347 5.893 0.394
H 1.198 1.799 -1.983
O 1.279 4.409 -0.318
C 1.732 3.527 0.745
H 1.083 3.548 1.626
H 1.692 2.500 0.367
H 2.751 3.858 0.955
*
```

E_tot: -1837.3625 Eh
LUMO: -11.539 eV

***

This record from OMol25 describes C4H7NO in the gas phase. The level of theory is ωB97M-V/def2-TZVPD.

```
! wB97M-V def2-TZVPD RIJCOSX def2/J DEFGRID3
* xyz 0 1
C 0.782 1.207 0.704
N 0.349 -0.058 1.429
C 0.801 0.517 -0.616
C -0.410 0.143 -1.072
C -0.718 -1.303 -0.821
O -1.067 -1.152 0.546
H 0.075 2.046 0.769
H 1.767 1.525 1.097
H -0.487 0.149 1.955
H 1.627 -0.188 -0.724
H -1.278 0.796 -0.933
H -1.585 -1.715 -1.364
H 0.145 -1.966 -0.970
*
```

Energy relative to the best compared isomer or geometry (same formula, charge and spin): 7.066 eV
E_tot: -286.3720 Eh
LUMO (spin up / spin down): -0.787 / -0.517 eV

***

This record from OMol25 describes a molecular structure, C43H41Cl2F12N7O4S2SeZr. The level of theory is ωB97M-V/def2-TZVPD.

```
! wB97M-V def2-TZVPD RIJCOSX def2/J DEFGRID3
* xyz 0 1
Zr 0.411 0.438 1.653
C 3.372 -6.202 2.785
C 3.050 -4.785 2.399
C 3.903 -4.030 1.607
C 3.598 -2.727 1.268
C 2.417 -2.089 1.684
N 2.131 -0.773 1.291
C 2.990 -0.194 0.326
C 3.180 -0.829 -0.902
C 3.975 -0.283 -1.889
C 4.598 0.944 -1.698
C 5.445 1.572 -2.771
C 4.378 1.597 -0.496
C 3.575 1.065 0.510
C 3.248 1.856 1.777
O 1.906 1.754 2.105
C 4.138 1.373 2.952
F 5.434 1.604 2.692
F 3.831 2.005 4.097
F 4.003 0.066 3.175
C 3.453 3.391 1.581
F 4.724 3.784 1.431
F 2.974 4.070 2.639
F 2.768 3.805 0.511
C 1.598 -2.824 2.573
C 1.923 -4.143 2.883
C 0.459 -2.128 3.307
O -0.226 -1.248 2.501
C 1.056 -1.310 4.517
F 1.305 -0.041 4.090
F 2.201 -1.802 4.975
F 0.225 -1.192 5.557
C -0.618 -3.096 3.857
F -0.183 -3.848 4.886
F -1.044 -3.926 2.893
F -1.685 -2.428 4.295
H 3.967 -6.695 2.015
H 2.466 -6.791 2.936
H 3.946 -6.238 3.714
H 4.831 -4.461 1.246
H 4.311 -2.185 0.667
H 2.700 -1.788 -1.057
H 4.113 -0.818 -2.824
H 5.889 0.814 -3.417
H 6.254 2.162 -2.340
H 4.853 2.240 -3.402
H 4.844 2.562 -0.360
H 1.281 -4.708 3.542
N 0.550 3.174 4.036
C -0.711 2.717 3.956
N -1.081 1.557 3.437
C -2.455 1.380 3.632
C -3.102 2.402 4.228
S -1.995 3.658 4.634
C -3.151 0.130 3.305
C -4.028 -0.464 4.148
S -4.640 -1.901 3.422
C -3.628 -1.603 2.049
N -2.937 -0.500 2.102
N -3.619 -2.458 0.976
H 1.253 2.765 3.422
H 0.681 4.143 4.268
H -4.153 2.457 4.455
H -4.291 -0.170 5.150
H -3.803 -3.424 1.194
H -2.786 -2.326 0.408
C -2.279 -1.971 -4.593
C -0.839 -2.174 -5.065
C 0.212 -2.125 -3.954
C 0.633 -0.732 -3.508
N -0.482 0.105 -3.079
C -1.142 -0.009 -1.910
Se -0.721 -1.201 -0.542
N -2.124 0.918 -1.888
C -3.150 1.032 -0.845
C -4.336 0.111 -1.089
C -5.213 0.466 -2.286
C -6.064 1.711 -2.058
C -2.070 1.666 -3.059
C -2.805 2.763 -3.491
C -2.458 3.307 -4.715
C -1.420 2.771 -5.485
C -0.688 1.681 -5.052
C -1.025 1.146 -3.816
H -2.987 -2.236 -5.379
H -2.492 -0.940 -4.306
H -2.494 -2.606 -3.729
H -0.592 -1.445 -5.845
H -0.773 -3.152 -5.547
H 1.126 -2.628 -4.281
H -0.145 -2.683 -3.085
H 1.114 -0.194 -4.326
H 1.339 -0.774 -2.684
H -3.439 2.084 -0.799
H -2.674 0.781 0.103
H -4.937 0.120 -0.173
H -3.962 -0.909 -1.177
H -5.868 -0.381 -2.504
H -4.596 0.591 -3.181
H -6.763 1.556 -1.233
H -6.646 1.971 -2.944
H -5.458 2.582 -1.801
H -3.618 3.171 -2.907
H -3.004 4.164 -5.086
H -1.182 3.226 -6.437
H 0.117 1.275 -5.649
Cl -0.083 5.100 -0.248
C -0.138 3.571 -1.138
Cl 1.033 3.537 -2.453
C 0.027 2.387 -0.186
O -0.703 2.350 0.843
O 0.825 1.460 -0.434
H -1.128 3.505 -1.582
*
```

Energy relative to the best compared isomer or geometry (same formula, charge and spin): 0.279 eV
E_tot: -7711.4907 Eh
LUMO: 0.120 eV

***

Repeat the second record exactly.
This record from OMol25 describes C4H7NO in the gas phase. The level of theory is ωB97M-V/def2-TZVPD.

```
! wB97M-V def2-TZVPD RIJCOSX def2/J DEFGRID3
* xyz 0 1
C 0.782 1.207 0.704
N 0.349 -0.058 1.429
C 0.801 0.517 -0.616
C -0.410 0.143 -1.072
C -0.718 -1.303 -0.821
O -1.067 -1.152 0.546
H 0.075 2.046 0.769
H 1.767 1.525 1.097
H -0.487 0.149 1.955
H 1.627 -0.188 -0.724
H -1.278 0.796 -0.933
H -1.585 -1.715 -1.364
H 0.145 -1.966 -0.970
*
```

Energy relative to the best compared isomer or geometry (same formula, charge and spin): 7.066 eV
E_tot: -286.3720 Eh
LUMO (spin up / spin down): -0.787 / -0.517 eV